Formula: C2H2FP
Source: the OMol25 dataset
Level of theory: wB97M-V/def2-TZVPD

As for the charge: 0. The energy above the lowest of the compared OMol25 structures with the same formula, charge and spin is 2.371 eV. As for the spin multiplicity: 1. The highest occupied orbital energy comes out at -9.475 eV.

The geometry in XYZ format:
```
6
C2H2FP (wB97M-V/def2-TZVPD)
F 2.8093 0.3198 -0.0311
C 1.5582 0.0151 -0.0061
C 0.3673 -0.0547 0.0357
P -1.2466 -0.6853 -0.0266
H -1.6663 0.1236 -1.0055
H -1.8219 0.2815 1.0336
```

---

Formula: C6H13N
Source: the OMol25 dataset
Level of theory: wB97M-V/def2-TZVPD

As for the charge: 0. The energy above the lowest of the compared OMol25 structures with the same formula, charge and spin is 2.242 eV. As for the spin multiplicity: 1. The highest occupied orbital energy comes out at -9.180 eV.

The geometry in XYZ format:
```
20
C6H13N (wB97M-V/def2-TZVPD)
C -1.2157 -1.7363 -0.4278
N -1.2070 -0.4630 -0.5956
C -0.7370 0.3175 0.5225
C -1.3219 1.7262 0.5630
C 0.7802 0.1984 0.1887
C 1.2293 -1.2198 0.3895
C 1.2418 0.8835 -1.1081
H -1.3674 -2.3775 -1.2936
H -1.4357 -2.2191 0.5352
H -0.9041 -0.1636 1.5089
H -2.3863 1.6924 0.8241
H -0.8081 2.3434 1.3101
H -1.2436 2.2129 -0.4126
H 1.4766 0.4225 1.0248
H 0.3679 -1.9607 -0.1710
H 1.1570 -1.4850 1.4564
H 2.2406 -1.3799 -0.0060
H 0.6519 1.7748 -1.3544
H 1.2031 0.2275 -1.9853
H 2.2783 1.2060 -0.9689
```

---

no.,electronic energy (eV),strongest force on any atom (eV/A),frontier orbital gap (eV)
1,-14109.1403,3.07,10.22
2,-7920.5912,3.58,10.28